# 1
A single C9H13NO2S molecule, computed with ωB97M-V/def2-TZVPD.

HOMO ... -9.765 eV
SMILES ... C#CC1=C([C@H](C)CC)CNS1(=O)=O
2S+1 ... 1

Each line ends with the natural charge from an NBO analysis.
Cartesian coordinates (Å):
C1 1.3179 1.2081 -1.6953  -0.61
C2 -0.3573 -0.3515 0.1146  0.13
H1 0.5936 2.8980 -0.4479  0.22
H2 -1.6641 2.2599 0.7349  0.20
S1 -0.5782 -2.8796 0.1034  2.24
H3 3.8254 -1.1915 1.7699  0.24
C3 2.8451 -1.1409 1.3515  -0.19
C4 0.3262 1.8587 -0.7978  -0.40
H4 -2.0428 -0.1132 -1.1929  0.23
H5 1.5573 1.7725 -2.6926  0.21
C5 -0.9094 1.7814 1.3529  -0.60
H6 -2.3298 -2.4204 -1.0300  0.40
H7 1.1408 0.1731 -1.7930  0.21
H8 2.2346 1.3615 -1.1819  0.21
N1 -2.0653 -1.9974 -0.1840  -0.79
C6 0.4085 -1.4213 0.2638  -0.41
H9 -0.5371 2.6173 1.9096  0.22
H10 -0.7250 1.7908 -1.2340  0.19
H11 -1.3564 1.0921 1.9348  0.20
H12 -2.3109 0.0610 0.6030  0.22
C7 1.8550 -1.4016 0.7232  -0.02
C8 0.1843 1.0728 0.4055  -0.25
H13 1.1112 0.8059 1.0050  0.24
C9 -1.7852 -0.5660 -0.2438  -0.29
O1 -0.1592 -3.6041 -1.0871  -0.93
O2 -0.5790 -3.6655 1.3084  -0.90



# 2
A molecular structure, C19H14IN2O6Ti, computed with ωB97M-V/def2-TZVPD.

Charge ... -1
HOMO (spin up / spin down) ... -3.215 / -5.360 eV
2S+1 ... 3
⟨S²⟩ ... 2.02

Each line ends with the natural charge from an NBO analysis.
Cartesian coordinates (Å):
N1 -0.6199 2.0097 -0.5431  -0.55
H1 4.5710 -3.0289 3.2430  0.20
C1 2.7237 -4.0545 2.9706  -0.23
O1 -1.4498 0.5171 1.2718  -0.75
C2 1.8258 -1.6790 1.6614  -0.03
H2 5.0094 -0.7820 2.5759  0.20
H3 0.7223 -4.7864 2.6189  0.22
C3 -1.4986 4.5398 -1.1605  -0.20
C4 0.9799 -2.8134 1.8667  -0.14
I1 -1.0461 -2.7628 1.3240  0.26
C5 1.4182 -0.4967 0.9530  -0.40
H4 1.4159 -1.4996 -1.8560  0.40
C6 4.0208 -0.6893 2.1401  -0.23
N2 0.6572 -2.0246 -1.4380  -0.83
H5 1.0456 -2.7766 -0.8855  0.38
H6 -0.7979 -3.3870 -2.0421  0.21
C7 -1.5054 2.6129 0.2526  0.14
C8 -0.6182 3.9242 -2.0048  -0.20
H7 -2.6895 4.3231 0.6774  0.23
H8 -1.8544 5.5366 -1.3911  0.20
C9 3.5610 -2.9865 2.8503  -0.18
C10 0.6765 1.7711 -2.4175  0.68
H9 0.1542 -2.7681 -3.3930  0.20
H10 4.2855 1.3131 1.4725  0.20
C11 3.6186 0.4595 1.5279  -0.19
C12 3.1362 -1.7921 2.2172  -0.09
O2 -1.6317 -0.7356 -1.6189  -0.77
C13 -0.1705 2.6178 -1.6872  -0.02
H11 3.0496 -4.9679 3.4525  0.20
O3 -2.6849 2.1157 2.2688  -0.64
C14 -1.9504 1.7013 1.3904  0.76
C15 1.4050 -3.9582 2.4841  -0.28
H12 -0.2684 4.4040 -2.9085  0.22
C16 2.3420 0.5300 0.9295  -0.26
C17 -1.9718 3.8782 0.0048  -0.28
O4 -1.9907 -1.4100 -3.7279  -0.66
H13 1.7165 1.4685 -3.9332  0.49
H14 2.1015 1.4506 0.4008  0.20
O5 0.9506 0.6052 -2.0026  -0.74
C18 -0.2969 -2.5001 -2.4368  -0.34
O6 1.2396 2.2225 -3.5637  -0.68
C19 -1.3942 -1.4525 -2.6672  0.79
Ti1 -0.3028 -0.0376 -0.3066  1.51